[1]
A molecular structure, C50H63GeN3O2P2PdSe at a distorted geometry, computed with ωB97M-V with the def2-TZVPD basis set.

Positions of all 123 atoms, in Å:
Pd -0.46704 -0.70440 -1.20054
C 3.81447 -3.49127 -1.67536
C 2.65157 -2.86945 -0.90106
C 3.16279 -1.68693 -0.06982
P 1.20055 -2.30831 -1.91071
C 1.81211 -1.99154 -3.63760
C 0.91035 -0.96473 -4.32545
C 1.89622 -3.25929 -4.49070
C 0.13911 -3.76630 -2.03139
C 0.59376 -5.07825 -1.95238
C -0.28870 -6.14551 -1.94832
C -1.65238 -5.87689 -1.99279
C -2.11320 -4.57556 -2.07908
C -1.22144 -3.48905 -2.12635
N -1.64246 -2.16099 -2.15200
C -2.80550 -1.78987 -2.78881
C -3.39230 -2.54518 -3.83271
C -4.58848 -2.16788 -4.40483
C -5.26088 -1.02258 -3.97835
C -4.65789 -0.23005 -3.02107
C -3.43065 -0.57999 -2.44723
P -2.43903 0.51897 -1.42214
C -2.25762 2.09163 -2.33754
C -1.61109 1.81985 -3.69471
C -3.52015 2.93622 -2.47466
C -3.35416 0.94238 0.13753
C -4.87140 0.78531 0.05460
C -2.80360 0.10747 1.29675
H 4.60146 -3.76378 -0.96730
H 4.24549 -2.77984 -2.38416
H 3.54151 -4.38935 -2.22669
H 2.21896 -3.60337 -0.22134
H 3.63910 -0.94123 -0.71639
H 3.90997 -2.02900 0.65184
H 2.35674 -1.19728 0.47317
H 2.80779 -1.55919 -3.51847
H -0.12205 -1.31907 -4.35589
H 1.24815 -0.80951 -5.35371
H 0.92735 -0.01099 -3.80263
H 0.90161 -3.68333 -4.63739
H 2.52513 -4.03329 -4.05492
H 2.30589 -3.00430 -5.47092
H 1.65642 -5.27839 -1.87967
H 0.07680 -7.16350 -1.90080
H -2.36793 -6.69024 -1.93640
H -3.17748 -4.37899 -2.09080
H -2.87957 -3.42589 -4.19429
H -5.00133 -2.76771 -5.20826
H -6.21061 -0.73930 -4.41154
H -5.15342 0.67822 -2.70763
H -1.53438 2.63171 -1.71764
H -2.25892 1.19128 -4.31228
H -0.65067 1.32996 -3.57295
H -1.45016 2.76391 -4.22174
H -4.19115 2.52633 -3.23021
H -3.23365 3.93743 -2.80280
H -4.06696 3.03990 -1.53434
H -3.10379 1.99000 0.33046
H -5.14391 -0.24522 -0.17824
H -5.32874 1.43252 -0.69511
H -5.30852 1.04408 1.02264
H -3.05752 -0.94690 1.15849
H -3.24075 0.44741 2.24170
H -1.72137 0.17505 1.37302
C 0.20841 -2.41228 4.45128
N -1.04253 -2.92582 3.91491
C -2.09540 -3.44193 4.65572
C -3.02613 -3.85790 3.78073
N -2.53494 -3.59765 2.51001
C -3.19702 -3.95153 1.26344
C -1.30198 -3.03777 2.58604
Se -0.21925 -2.49342 1.20553
H 0.08072 -2.22389 5.51590
H 0.46846 -1.49254 3.93280
H 1.01368 -3.12753 4.29262
H -2.09677 -3.45334 5.73289
H -3.99328 -4.30060 3.94641
H -3.44754 -5.01216 1.26215
H -2.50877 -3.74319 0.44895
H -4.10534 -3.36217 1.13146
O 0.76158 1.23354 -1.89921
C 1.40128 1.18835 -0.81315
O 0.95661 0.61387 0.21105
C 2.77021 1.85571 -0.80442
C 3.40898 1.82388 0.58743
Ge 2.56800 3.01833 1.88533
C 0.62146 3.07784 1.85261
C -0.13615 2.56961 2.90752
C -1.52605 2.63372 2.88024
C -2.17327 3.21411 1.79753
C -1.42971 3.72671 0.73980
C -0.04260 3.66066 0.76956
C 3.18230 4.84361 1.56531
C 2.69036 5.89103 2.35248
C 3.10665 7.19959 2.14306
C 4.01586 7.48420 1.13063
C 4.51089 6.45774 0.33730
C 4.09867 5.14676 0.55786
C 3.18056 2.39871 3.63128
C 3.97412 3.17871 4.47365
C 4.45929 2.66273 5.67216
C 4.15657 1.35930 6.04239
C 3.37255 0.56751 5.21089
C 2.89108 1.08334 4.01341
H 2.64858 2.87115 -1.18789
H 3.37116 1.32060 -1.54528
H 4.47525 2.07003 0.56172
H 3.32252 0.81511 0.99164
H 0.36095 2.12302 3.76168
H -2.10267 2.23604 3.70696
H -3.25581 3.27695 1.78308
H -1.93280 4.18403 -0.10544
H 0.52581 4.07124 -0.06050
H 1.96794 5.67983 3.13606
H 2.72090 7.99784 2.76630
H 4.33480 8.50524 0.95928
H 5.21841 6.67688 -0.45348
H 4.50100 4.35435 -0.06554
H 4.21946 4.19741 4.18988
H 5.07621 3.27868 6.31583
H 4.53380 0.95866 6.97565
H 3.14247 -0.45336 5.49435
H 2.28803 0.45449 3.36003

Cartesian forces, eV/Å:
-0.81 -0.76 -1.17
-0.02 -0.04 0.03
0.16 0.37 -0.02
0.03 -0.07 -0.03
-0.21 0.19 0.14
-0.20 -0.02 -0.01
0.07 0.03 -0.03
0.08 0.05 0.03
0.34 -0.13 0.02
0.04 -0.07 -0.03
0.01 0.03 -0.01
-0.04 0.07 0.01
-0.06 0.01 -0.06
-0.44 0.10 0.07
0.27 0.36 0.24
0.04 -0.22 -0.11
0.01 0.00 0.03
0.05 0.00 0.02
0.06 0.01 0.02
0.00 -0.06 0.04
-0.12 0.17 -0.08
0.23 -0.36 0.75
0.29 0.01 -0.07
-0.13 0.03 -0.10
-0.01 0.04 0.07
-0.01 -0.20 -0.12
0.01 0.11 0.00
-0.17 0.03 -0.07
-0.01 0.01 -0.03
-0.01 -0.04 0.04
0.01 -0.01 0.01
-0.04 -0.08 0.07
-0.02 -0.03 0.04
0.02 -0.01 -0.06
0.01 -0.02 0.00
0.08 0.04 0.00
-0.03 -0.01 -0.02
-0.01 -0.02 0.01
0.02 -0.02 0.02
0.01 0.02 -0.01
0.00 -0.01 0.00
-0.01 -0.01 0.01
-0.05 0.03 0.01
-0.01 0.04 0.05
0.02 0.04 -0.05
0.01 -0.05 0.02
-0.03 0.00 -0.01
0.01 0.00 0.04
0.01 0.00 0.00
0.05 0.01 -0.04
0.03 -0.04 -0.05
-0.01 0.04 -0.01
-0.03 0.03 0.00
-0.02 -0.02 0.01
-0.01 0.01 0.03
-0.04 0.03 -0.03
0.03 0.02 -0.06
-0.13 -0.43 -0.33
-0.03 0.00 0.01
0.01 -0.03 0.04
-0.02 -0.03 0.00
0.02 -0.01 -0.01
-0.03 -0.05 -0.07
0.09 0.03 0.00
-0.16 0.00 -0.02
0.12 -0.05 0.13
0.18 0.14 0.04
-0.04 0.03 -0.23
-0.17 -0.21 -0.12
-0.05 0.04 0.13
-0.07 0.09 0.16
0.13 -0.27 0.53
-0.01 -0.01 -0.04
-0.03 0.05 -0.01
0.01 -0.05 -0.01
0.06 0.02 -0.09
0.05 0.01 -0.05
0.02 0.01 0.02
0.03 0.04 -0.03
0.02 0.01 0.02
0.58 0.11 0.22
-0.33 0.49 -0.48
-0.01 -0.35 -0.34
-0.03 -0.07 0.59
-0.04 0.02 -0.26
0.16 -0.03 0.04
-0.17 0.03 0.04
-0.06 0.07 -0.16
0.09 0.14 -0.03
0.27 0.33 0.36
0.14 0.13 0.14
-0.09 -0.03 0.11
0.03 0.17 0.04
0.06 -0.02 -0.11
0.00 -0.07 -0.01
-0.01 -0.06 -0.01
-0.04 -0.02 0.04
-0.01 0.07 0.07
0.05 -0.09 0.14
-0.07 -0.11 0.02
-0.05 0.00 -0.05
-0.02 0.02 -0.05
-0.03 0.07 -0.04
0.04 0.06 0.03
0.01 0.01 -0.04
0.03 0.02 0.01
-0.05 0.03 -0.05
0.05 0.03 0.03
-0.03 0.00 -0.01
0.01 0.01 0.00
0.06 0.08 0.09
0.01 0.02 0.04
-0.03 0.00 0.03
0.02 0.02 -0.03
0.00 -0.02 -0.02
0.00 -0.03 0.01
-0.01 -0.01 0.02
-0.02 0.04 0.02
0.00 -0.04 0.02
-0.02 -0.01 -0.02
0.00 0.01 -0.02
0.01 0.02 -0.01
0.05 0.02 0.04

HOMO energy   -6.721 eV
Strongest force on any atom   1.62 eV Å⁻¹
Frontier orbital gap   6.984 eV
Electronic energy   -7546.8418 Eh
Net charge   0
ΔE to the lowest compared entry with this formula, charge and spin   103.1 kJ/mol

=====

[2]
10 unconnected molecules or ions with the total composition C50H65N5O20S5 at a distorted geometry, computed with ωB97M-V with the def2-TZVPD basis set.

Positions of all 145 atoms, in Å:
O -2.18172 3.15027 2.45874
N -1.12554 3.74348 2.61906
O -0.06020 3.22372 2.75259
C -1.14321 5.20851 2.57825
C -2.31256 5.86820 2.27562
C -2.27513 7.21397 2.08309
C -1.07998 7.91510 2.30985
C 0.10339 7.23393 2.61057
C 0.06828 5.88185 2.74204
H -3.23060 5.29466 2.23704
H -3.18225 7.70622 1.76287
H -1.12391 8.97466 2.06316
H 1.03954 7.73178 2.82209
H 0.90231 5.31162 3.13180
O -4.01986 2.32725 -0.89109
N -4.01283 3.37213 -0.47624
O -3.11645 4.13373 -0.56660
C -5.12129 3.85294 0.20443
C -6.00833 3.00210 0.77729
C -7.13041 3.49640 1.39074
C -7.24963 4.88425 1.54895
C -6.36488 5.74880 0.89693
C -5.29175 5.20312 0.27593
H -5.93115 1.94941 0.50671
H -7.98790 2.88647 1.64735
H -8.16681 5.34143 1.91774
H -6.56562 6.80804 0.91786
H -4.57962 5.87017 -0.20401
O -4.76583 -8.69644 -0.22988
N -3.72136 -8.20441 -0.59739
O -2.92315 -8.74300 -1.31769
C -3.40103 -6.85377 -0.12131
C -2.42368 -6.15557 -0.76423
C -2.15045 -4.85755 -0.36173
C -2.96087 -4.25506 0.58866
C -3.96433 -4.95640 1.21569
C -4.12177 -6.31070 0.91847
H -2.01068 -6.65748 -1.63099
H -1.49161 -4.24427 -0.96902
H -2.89505 -3.18394 0.77203
H -4.62225 -4.55149 1.97149
H -4.97956 -6.88281 1.25283
O 7.33332 3.78687 -1.73888
N 7.20733 3.59469 -0.58444
O 8.12051 3.39132 0.20050
C 5.87831 3.68499 -0.03431
C 5.70997 3.74311 1.33293
C 4.41829 3.87927 1.82435
C 3.33830 4.09205 0.97786
C 3.51987 4.01030 -0.39928
C 4.80097 3.79302 -0.88651
H 6.54206 3.75957 2.02296
H 4.23620 3.89069 2.89327
H 2.31574 4.14493 1.34180
H 2.68635 4.14741 -1.07339
H 4.93154 3.64464 -1.95818
O 0.96105 -5.60798 0.06493
N 2.15109 -5.42279 0.16697
O 2.84549 -5.78050 1.08613
C 2.78218 -4.71965 -0.89519
C 4.12365 -4.64010 -0.92961
C 4.74695 -3.97899 -1.96184
C 3.96117 -3.42525 -2.95841
C 2.61264 -3.51750 -2.90994
C 1.99600 -4.22191 -1.88844
H 4.75122 -5.10242 -0.17743
H 5.81400 -4.02770 -2.10853
H 4.46774 -2.78777 -3.68082
H 1.97061 -2.93327 -3.55538
H 0.91920 -4.15694 -1.89246
O -4.73005 -1.13586 2.65152
S -4.19372 -1.50857 3.92876
O -3.63473 -2.83178 4.05754
C -2.84779 -0.36331 4.36476
C -3.33742 0.55916 5.43310
C -4.42132 -0.13931 6.23322
C -5.26311 -0.93641 5.25388
H -2.55818 0.01636 3.38646
H -2.05172 -1.04398 4.66059
H -2.47095 0.86708 6.01297
H -3.71977 1.46886 4.96346
H -5.15373 0.52646 6.68912
H -4.01583 -0.81191 6.98885
H -5.85647 -0.24698 4.63098
H -5.99799 -1.67219 5.56579
O 6.66973 -0.76787 2.57952
S 5.52713 -1.22144 1.83404
O 5.65267 -2.41116 1.03774
C 4.19872 -1.48414 3.06784
C 2.97598 -0.88286 2.43976
C 3.49931 0.43723 1.86659
C 4.68299 0.15494 0.98838
H 4.59682 -0.81466 3.83124
H 4.28810 -2.53711 3.30805
H 2.59586 -1.50516 1.60878
H 2.05324 -0.75468 3.01135
H 3.75966 1.13049 2.67448
H 2.80239 0.99658 1.22852
H 5.38761 0.96669 0.82356
H 4.47108 -0.27172 0.01409
O 3.61297 2.21010 -4.00522
S 4.11346 0.86798 -4.11434
O 3.30553 -0.17386 -4.69414
C 5.79217 0.82358 -4.80124
C 6.45193 -0.24120 -3.96170
C 6.05621 -0.08484 -2.49654
C 4.58584 0.27005 -2.45451
H 6.22992 1.81807 -4.76048
H 5.67066 0.52571 -5.84007
H 6.11867 -1.18082 -4.40579
H 7.54072 -0.19036 -4.03343
H 6.59207 0.70179 -1.95833
H 6.31244 -0.99872 -1.95653
H 4.35891 1.16748 -1.87910
H 3.93187 -0.53649 -2.15217
O 0.07683 -1.65812 -2.19634
S 0.53103 -0.58963 -1.35386
O 1.92710 -0.37330 -1.06631
C -0.21956 0.88970 -1.95816
C -0.26948 1.80488 -0.72924
C -0.59661 0.94884 0.52095
C -0.42799 -0.54933 0.15711
H -1.27425 0.64283 -2.14026
H 0.16126 1.39428 -2.83744
H 0.78176 2.12049 -0.61605
H -0.83798 2.71961 -0.85404
H -1.51700 1.14160 1.05461
H 0.22040 1.07953 1.23588
H -1.39737 -1.02480 0.00216
H 0.08627 -1.14765 0.91108
O -5.18227 -4.87691 -4.93408
S -4.44368 -3.77386 -5.46155
O -4.67072 -3.33998 -6.80982
C -4.54508 -2.37863 -4.33203
C -3.48500 -2.66745 -3.28807
C -2.27259 -3.07246 -4.08282
C -2.68917 -4.06782 -5.17132
H -5.56884 -2.21830 -3.99138
H -4.35499 -1.45475 -4.88818
H -3.32862 -1.84405 -2.60386
H -3.81664 -3.55666 -2.74442
H -1.56037 -3.54371 -3.39098
H -1.67588 -2.23805 -4.45901
H -2.63780 -5.11957 -4.87386
H -2.15670 -4.02942 -6.11847

Cartesian forces, eV/Å:
0.10 0.02 0.21
-1.42 0.75 -0.32
1.35 -1.04 0.33
0.52 0.41 -0.20
-0.36 -1.46 0.25
0.60 1.04 0.31
-0.54 0.05 -1.27
-0.39 1.12 0.28
-0.49 -1.55 0.75
0.05 0.07 -0.32
0.07 0.29 0.14
0.41 -0.10 0.45
-0.11 0.29 -0.18
0.16 0.11 -0.43
-0.16 -8.80 -3.34
-0.28 4.74 2.10
3.71 2.70 -0.51
-1.72 1.19 1.60
-0.86 -1.87 -0.88
-0.66 1.31 0.62
-0.78 0.16 -1.10
-1.10 -0.47 1.43
1.21 1.72 -0.88
0.10 0.10 0.47
0.37 -0.26 0.30
0.18 -0.39 0.34
0.20 0.12 -0.07
-0.05 -0.31 -0.02
-0.31 -0.15 0.12
-0.28 0.23 0.48
0.52 -0.42 -0.61
-0.16 0.01 0.66
0.50 -0.03 -0.62
-0.50 0.27 -0.92
0.08 0.82 -0.02
-0.11 -1.43 0.60
-1.15 0.30 -0.61
0.52 0.35 0.12
0.25 -0.13 0.31
0.23 -0.19 0.09
0.17 0.41 -0.09
0.24 0.05 0.46
0.45 0.21 -3.02
0.59 -0.12 2.54
-0.01 -0.16 -0.06
-0.90 0.19 0.60
-0.28 0.23 0.56
-0.27 0.47 0.32
-0.27 -0.92 -0.46
0.44 0.22 0.43
-0.47 -0.30 -1.15
0.10 -0.31 -0.20
0.20 0.02 -0.02
0.20 0.27 0.25
0.03 -0.15 -0.10
0.12 0.27 0.22
-0.76 -0.32 0.37
-0.25 -0.23 0.43
0.15 -0.38 0.84
-1.00 -0.23 -0.52
2.71 -0.17 0.42
-0.21 -0.60 -0.73
1.79 1.04 -0.17
-1.50 0.34 0.08
-0.58 1.37 -1.09
-0.34 0.03 0.12
0.19 0.29 0.42
-0.30 -0.29 -0.28
0.15 -0.19 -0.34
0.00 -0.51 0.45
-0.71 0.17 -0.46
1.90 0.14 0.45
-0.64 -0.29 0.37
-0.03 -1.51 -1.15
0.40 1.06 -0.32
-0.78 -0.82 0.29
-0.88 0.29 -1.66
0.02 0.66 0.20
0.03 0.08 0.36
-0.18 0.07 0.41
-0.17 -0.02 0.08
0.51 0.28 0.37
0.10 0.13 0.10
0.03 0.13 0.38
0.44 -0.32 0.47
0.46 0.38 -0.17
-0.62 -0.13 1.27
-0.06 0.09 -0.76
1.08 0.47 -0.37
-0.96 -0.19 -1.32
-0.85 1.03 -0.48
1.38 -1.06 -0.26
-0.32 -0.39 0.55
-0.44 -0.06 0.23
0.50 0.04 0.03
0.52 0.14 0.69
0.16 -0.19 -0.01
-0.33 -0.32 0.30
0.04 0.09 0.33
-0.64 0.04 -0.05
-0.18 0.47 -0.23
0.56 -1.05 1.23
-0.09 0.07 -0.64
-0.74 0.28 -0.30
0.94 0.11 -0.28
-0.01 -0.09 0.41
-0.39 0.80 -0.28
-0.02 0.05 0.25
0.07 0.04 -0.08
0.11 -0.28 0.49
-0.08 -0.10 -0.25
0.37 0.08 -0.52
-0.34 -0.06 0.03
0.09 -0.26 0.45
-0.23 -0.08 -0.24
0.39 -0.84 -0.14
-1.19 0.65 -0.43
-0.01 -0.18 0.19
-1.77 1.20 0.65
1.66 -0.02 0.20
1.55 -0.81 0.27
-0.52 -0.04 0.28
0.27 -0.45 -0.37
0.58 -0.41 -0.12
-0.28 0.25 0.19
-0.45 -0.18 -0.09
-0.31 0.09 -0.28
-0.33 0.60 0.15
0.14 -0.11 -0.46
0.12 0.17 0.00
-0.46 -0.52 0.38
0.61 0.87 -0.07
-0.13 0.10 -0.36
-0.70 0.91 -0.20
-0.89 -0.48 -0.39
1.83 -0.57 0.47
-0.14 -0.46 -0.08
-0.02 -0.62 0.23
0.45 -0.26 -0.21
0.13 0.12 0.12
-0.01 0.19 0.37
-0.10 -0.12 -0.22
-0.49 0.15 -0.31
-0.02 0.21 0.35
-0.02 0.47 -0.01

HOMO energy   -9.534 eV
Strongest force on any atom   9.42 eV Å⁻¹
Frontier orbital gap   8.190 eV
Electronic energy   -5713.1798 Eh
Net charge   0
SMILES   O=[N+]([O-])c1ccccc1.O=[N+]([O-])c1ccccc1.O=[N+]([O-])c1ccccc1.O=[N+]([O-])c1ccccc1.O=[N+]([O-])c1ccccc1.O=S1(=O)CCCC1.O=S1(=O)CCCC1.O=S1(=O)CCCC1.O=S1(=O)CCCC1.O=S1(=O)CCCC1
ΔE to the lowest compared entry with this formula, charge and spin   0.0 kJ/mol